(1)
Entry from the OMol25 dataset: 2 unconnected molecules or ions with the total composition C5H11ClN4O4P at a distorted geometry (wB97M-V/def2-TZVPD).

Cartesian coordinates (Å):
N -4.8779 -2.5265 -1.0983
C -4.0972 -1.5242 -1.5751
N -2.9179 -1.8226 -2.1716
C -2.4277 -0.6189 -2.4948
P -0.7386 -0.5842 -3.3204
O -0.3977 -2.1435 -3.6201
Cl 0.4752 0.0433 -1.7387
N -3.2379 0.3500 -2.1384
N -4.3093 -0.2205 -1.5675
H -4.9149 -2.7380 -0.1129
H -5.3987 -3.1176 -1.7279
H -0.7204 -2.7314 -2.9098
H -3.0782 1.3422 -2.2781
H -5.1222 0.2520 -1.1861
C 5.1416 1.8131 3.8762
O 4.2920 0.8411 3.2599
C 3.4802 1.3346 2.3288
O 3.4101 2.4842 1.9822
O 2.7476 0.3248 1.8383
C 1.8292 0.7159 0.8245
H 5.7492 1.2903 4.6100
H 5.7987 2.2717 3.1388
H 4.5504 2.5722 4.3861
H 2.3577 1.1333 -0.0333
H 1.1074 1.4341 1.2156
H 1.2991 -0.1752 0.5125

Computed properties:
Energy ... -1518.42431 hartree
Total charge ... +1

---

(2)
Entry from the OMol25 dataset: a single C4H9NOS molecule (wB97M-V/def2-TZVPD).

Cartesian coordinates (Å):
C 0.8447 0.8815 0.0529
N 1.1064 -0.5078 0.3525
C 2.1949 -1.1669 -0.1166
O 2.4243 -2.3380 0.0669
C -0.1603 1.1006 -1.0818
C -1.6096 1.3092 -0.6219
S -2.0732 0.0902 0.6712
H 1.8035 1.3091 -0.2762
H 0.6111 1.4044 0.9876
H 0.4707 -1.1356 0.8338
H 2.9013 -0.5024 -0.6568
H -0.1414 0.2121 -1.7006
H 0.1486 1.9690 -1.6578
H -2.2954 1.1573 -1.4575
H -1.7285 2.3011 -0.1860
H -3.3919 0.1908 0.4730

Computed properties:
Relative energy (zero: lowest compared OMol25 entry of this formula, charge and spin) ... 0.724 eV
SMILES string ... O=CNCCCS

---

(3)
Entry from the OMol25 dataset: 2 unconnected molecules or ions with the total composition C10H12FNO2S at a distorted geometry (wB97M-V/def2-TZVPD).

Cartesian coordinates (Å):
C -0.1451 -2.5999 -1.4394
C -1.7317 -0.9703 -2.3203
C 0.1836 -1.7343 -0.4911
C -1.3635 -0.0751 -1.3690
C -1.1207 -2.2584 -2.3832
C -0.3891 -0.4428 -0.4557
C 3.4888 1.7078 3.5334
C 2.4183 2.4261 3.7541
C -1.1316 1.5477 1.6283
C -1.6762 -3.1700 -3.4149
N -1.2944 2.7546 1.1458
O 1.2220 0.4689 1.5624
O 0.6057 2.0165 -0.1637
F 2.5536 3.7339 4.1081
S 0.2067 0.8811 0.6193
H 0.4830 -3.4727 -1.4727
H -2.6149 -0.6794 -2.8673
H 1.0176 -1.9902 0.1147
H -1.8635 0.8840 -1.4770
H 3.4686 0.7183 3.1456
H 4.4424 2.0685 3.7065
H 1.4079 2.1784 3.8435
H -1.1302 -4.1084 -3.5025
H -2.7073 -3.4929 -3.2345
H -1.7688 -2.6779 -4.4170
H -1.8206 3.3702 1.6572
H -0.7405 2.9160 0.1896

Computed properties:
Relative energy (zero: lowest compared OMol25 entry of this formula, charge and spin) ... 2.126 eV

---

(4)
Entry from the OMol25 dataset: a single C5H12N2O molecule at a distorted geometry (wB97M-V/def2-TZVPD).

Cartesian coordinates (Å):
C -0.0630 -2.2933 0.5744
O -1.1941 -2.7390 1.2840
C -0.2756 -0.7702 0.2556
C 1.0988 -0.1182 0.4207
C 1.2253 1.3118 -0.0926
C 0.1697 2.1290 -0.2484
N 0.1492 3.4126 -0.8400
N -0.7924 -0.6506 -1.1006
H 0.8748 -2.2846 1.2258
H 0.0544 -2.7898 -0.3968
H -0.9632 -0.1743 0.8673
H 1.3234 -0.1146 1.4894
H 1.8277 -0.7527 -0.1716
H 2.2746 1.5026 -0.3449
H -0.7433 1.8033 0.1951
H -0.5563 3.6296 -1.5585
H 1.0333 3.6664 -1.2819
H -1.6088 -0.0929 -1.2749
H -1.8851 -3.1013 0.7257
H -0.0512 -0.3604 -1.7251

Computed properties:
Relative energy (zero: lowest compared OMol25 entry of this formula, charge and spin) ... 2.711 eV
SMILES string ... N/C=C/C[C@@H](N)CO

---

(5)
Entry from the OMol25 dataset: a molecular structure, C19H20ClIN4O5Y at a distorted geometry (wB97M-V/def2-TZVPD).

Cartesian coordinates (Å):
Y -0.2400 0.5255 -0.2580
C -3.0854 -0.4130 1.6155
C -2.5995 -1.6357 0.8454
O -1.1859 -1.6319 0.6242
C -0.3534 -2.1766 1.6539
C -0.1111 -1.1838 2.7878
O 0.1558 0.0701 2.1821
C 0.2655 1.1597 3.0928
C 0.4771 2.4279 2.2708
O -0.3900 2.4915 1.1317
C -1.7134 2.9956 1.3253
C -2.6839 1.9207 1.8085
O -2.4218 0.7233 1.0831
H -4.1679 -0.3230 1.4895
H -2.8763 -0.4932 2.6866
H -2.9009 -2.5494 1.3599
H -3.0459 -1.6222 -0.1490
H -0.7817 -3.1025 2.0401
H 0.5932 -2.3974 1.1591
H -0.9810 -1.1085 3.4476
H 0.7405 -1.5142 3.3887
H -0.6419 1.2204 3.7020
H 1.1187 1.0152 3.7603
H 0.3489 3.3107 2.8988
H 1.4835 2.4194 1.8536
H -1.7050 3.8289 2.0291
H -2.0280 3.3537 0.3466
H -2.5627 1.7313 2.8793
H -3.7097 2.2564 1.6367
Cl 5.3399 -2.5351 -3.3557
C 4.2703 -1.5556 -2.4173
C 4.7807 -0.5642 -1.6238
C 3.9306 0.2370 -0.8536
I 4.6891 1.7265 0.4049
C 2.5546 0.0770 -0.8604
O 1.7436 0.8194 -0.1310
C 2.0269 -0.9593 -1.6919
N 0.6654 -1.1143 -1.6861
C 0.1344 -2.0488 -2.4505
C 0.8964 -2.9011 -3.2549
C 2.2600 -2.7739 -3.2621
C 2.8758 -1.7827 -2.4723
H 5.8490 -0.3999 -1.5941
H -0.9460 -2.1377 -2.4352
H 0.3993 -3.6439 -3.8621
H 2.8764 -3.4241 -3.8676
N -2.5741 2.7198 -6.0592
C -2.1933 2.7046 -4.9697
N -1.7489 2.7497 -3.7385
C -1.5222 2.0353 -2.7724
N -1.3057 1.4725 -1.7386

Computed properties:
Relative energy (zero: lowest compared OMol25 entry of this formula, charge and spin) ... 0.000 eV
Total charge ... +1

---

(6)
Entry from the OMol25 dataset: a molecular structure, C20H21N3O3PbS at a distorted geometry (wB97M-V/def2-TZVPD).

Cartesian coordinates (Å):
C -4.0400 -0.4201 -0.5392
C -4.1799 0.8629 -1.5157
H -3.5599 -1.2934 -1.0078
H -5.0691 -0.7573 -0.3577
H -3.6539 -0.2051 0.4676
H -3.7431 0.7001 -2.5135
H -5.2514 0.9859 -1.7029
H -3.8595 1.8055 -1.0500
C 0.1897 -2.7483 -0.7533
C 1.1539 -3.7668 -0.7925
C 2.3492 -3.5212 -1.4699
C 2.5446 -2.2651 -2.0448
H -0.7462 -2.8970 -0.2099
H 0.9395 -4.7093 -0.3000
H 3.1243 -4.2814 -1.5489
H 3.4620 -2.0062 -2.5656
N 0.3507 -1.5755 -1.3617
C 1.5290 -1.2872 -1.9428
C 1.7234 0.1025 -2.4307
N 0.7317 0.9843 -2.1949
C 0.9112 2.2709 -2.5017
C 3.0833 1.8457 -3.4319
C 2.0719 2.7550 -3.1216
H 0.0941 2.9457 -2.2413
H 2.1423 3.8149 -3.3451
C 2.9073 0.5062 -3.0860
H 3.6593 -0.2456 -3.3047
H 3.9969 2.1636 -3.9312
Pb -1.8134 0.4357 -1.0324
C -1.7226 2.6958 -0.5624
H -2.0432 3.2519 -1.4573
H -0.7316 3.0297 -0.2317
H -2.4404 2.8362 0.2583
O -1.9568 -1.4088 1.4774
C -0.9939 -0.6716 1.7820
N -0.4530 0.2275 0.9038
S 0.9919 0.9026 1.3676
O 2.1042 0.2662 0.6982
O 0.9106 2.3423 1.3554
C 0.7967 0.2636 3.0108
C 1.5321 0.6064 4.1409
C 1.1801 0.0047 5.3592
C 0.1297 -0.9290 5.4184
C -0.6023 -1.2439 4.2735
C -0.2728 -0.6105 3.0706
H 2.3393 1.3318 4.0572
H 1.7238 0.2654 6.2657
H -0.1156 -1.4026 6.3692
H -1.4244 -1.9569 4.2734

Computed properties:
Relative energy (zero: lowest compared OMol25 entry of this formula, charge and spin) ... 0.000 eV

---

(7)
Entry from the OMol25 dataset: a molecular structure, C51H36BrCoN6O2 (wB97M-V/def2-TZVPD).

Cartesian coordinates (Å):
Co -0.2658 -0.3871 -0.1662
C 4.3895 -2.6571 -5.6041
C 4.5087 -3.4571 -4.4760
C 3.7558 -3.1781 -3.3423
C 2.8791 -2.1000 -3.3307
C 2.7618 -1.2941 -4.4622
C 3.5155 -1.5759 -5.5926
C 2.0337 -1.7742 -2.1486
C 0.9146 -2.5777 -1.9395
C 0.5652 -3.7111 -2.7461
C -0.7576 -3.9348 -2.5267
C -1.1925 -2.9186 -1.6069
C -2.5764 -2.5666 -1.4115
C -3.5950 -3.3888 -2.1281
C -4.3018 -2.8357 -3.1954
C -5.2592 -3.5812 -3.8706
C -5.5202 -4.8915 -3.4917
C -4.8149 -5.4530 -2.4362
C -3.8572 -4.7071 -1.7622
C -2.9993 -1.4765 -0.7275
N -2.1848 -0.6025 -0.0226
C -2.9864 0.1959 0.6797
C -2.5636 1.0249 1.7415
C -3.5286 2.0271 2.2651
C -4.0223 3.0100 1.3997
C -4.9436 3.9552 1.8245
C -5.3962 3.9482 3.1387
C -4.9301 2.9731 4.0080
C -4.0187 2.0201 3.5716
C -1.3053 0.7926 2.3184
C -0.8642 1.4785 3.6007
C 0.3499 0.6860 4.0530
C 0.7246 -0.0967 2.7590
N -0.3782 -0.0085 1.8437
C 2.4931 1.4075 1.5235
C 2.5590 0.7880 0.2002
C 3.6856 1.0032 -0.6408
C 3.5777 0.1057 -1.6669
C 2.3828 -0.6255 -1.4322
N 1.7492 -0.1625 -0.2920
C 3.3765 2.5894 1.7681
C 3.0695 3.8278 1.2109
C 3.8829 4.9279 1.4463
C 5.0166 4.8009 2.2393
C 5.3309 3.5699 2.7978
C 4.5147 2.4698 2.5619
C -4.3865 -0.0705 0.3458
C -4.3925 -1.1098 -0.5018
N -0.1669 -2.1701 -1.2041
H 4.9726 -2.8763 -6.4902
H 5.1911 -4.2984 -4.4753
H 3.8507 -3.7953 -2.4564
H 2.0661 -0.4584 -4.4493
H 3.4159 -0.9473 -6.4686
H 1.2232 -4.2361 -3.4198
H -1.3899 -4.6738 -2.9937
H -4.0803 -1.8178 -3.4936
H -5.7989 -3.1382 -4.6985
H -6.2655 -5.4740 -4.0193
H -5.0127 -6.4738 -2.1323
H -3.3074 -5.1423 -0.9354
H -3.6652 3.0267 0.3758
H -5.3036 4.7055 1.1306
H -6.1126 4.6870 3.4766
H -5.2897 2.9434 5.0301
H -3.7120 1.2366 4.2545
H -1.6321 1.5433 4.3580
H 0.1242 0.0881 4.9356
H 4.4836 1.7076 -0.4635
H 4.2634 -0.0493 -2.4840
H 2.1875 3.9272 0.5876
H 3.6329 5.8857 1.0067
H 5.6564 5.6571 2.4163
H 6.2170 3.4644 3.4123
H 4.7576 1.5002 2.9810
H -5.2366 0.4310 0.7821
H -5.2478 -1.6291 -0.9036
N -0.2494 2.0931 -0.3579
C 0.3011 2.4043 -1.6811
C -0.0153 1.3032 -2.7125
O 0.2519 1.5550 -3.8961
O -0.5185 0.2448 -2.2394
H -1.2299 2.3403 -0.2972
H 0.2311 2.5896 0.3846
H 1.3901 2.4554 -1.6069
H -0.0467 3.3559 -2.0913
Br -0.5074 3.3855 3.2087
C 1.8197 0.9338 2.5661
C 1.7527 1.3472 4.0198
C 2.7330 0.5148 4.8074
C 2.8516 -0.8102 4.7068
C 2.0834 -1.7139 3.8144
N 1.1778 -1.4581 2.9643
H 1.8164 2.4044 4.2642
H 3.3951 1.0449 5.4846
H 3.5960 -1.3055 5.3211
H 2.3505 -2.7676 3.9052

Computed properties:
Expectation value of S² ... 0.996
Multiplicity ... 2
Energy ... -6400.95830 hartree
Total charge ... -1

---

(8)
Entry from the OMol25 dataset: 3 unconnected molecules or ions with the total composition C18H38BrN4O2P2 at a distorted geometry (wB97M-V/def2-TZVPD).

Cartesian coordinates (Å):
C 1.1138 -0.6252 2.4188
C 0.1007 0.1467 1.5548
C 0.5814 0.4885 0.1482
Br 2.4487 1.0487 0.2405
N -0.1636 1.5477 -0.5635
C 0.2346 2.0172 -1.8402
P 1.5663 1.6539 -3.0736
C 2.1939 -0.0663 -2.8658
C 2.9283 2.8237 -2.5946
C 2.8407 4.0934 -3.4924
C -0.6537 2.9765 -2.2013
N -1.5666 3.0861 -1.1769
C -1.2896 2.2058 -0.2142
P -2.3835 2.0255 1.2751
C -2.3591 3.7044 2.0430
C -4.0563 1.7892 0.5233
C -3.9888 1.0207 -0.8085
H 1.6729 -1.3555 1.8470
H 0.5433 -1.0872 3.2143
H 1.7688 0.0804 2.9110
H -0.0984 1.0739 2.0761
H -0.8024 -0.4509 1.5041
H 0.5071 -0.3981 -0.4682
H 3.2627 -0.0672 -2.6846
H 1.6403 -0.6646 -2.1559
H 2.0375 -0.5387 -3.8281
H 3.8917 2.3475 -2.7366
H 2.7901 3.1463 -1.5726
H 2.3130 4.8725 -2.9534
H 3.8200 4.4416 -3.7940
H 2.2561 3.8732 -4.3815
H -0.6309 3.5386 -3.1131
H -2.3352 3.7352 -1.1886
H -1.5751 4.3299 1.6277
H -2.1293 3.5507 3.0895
H -3.3318 4.1753 1.9613
H -4.5478 2.7408 0.3419
H -4.6403 1.1972 1.2170
H -3.1817 0.2907 -0.7961
H -3.7960 1.7063 -1.6251
H -4.9144 0.4913 -0.9967
C 2.7447 -3.6472 4.2177
C 1.9177 -3.0661 5.3412
O 0.9384 -2.3627 5.1315
N 2.2997 -3.3539 6.6085
C 3.4225 -4.1641 7.0487
H 2.3154 -3.3320 3.2723
H 3.7738 -3.2912 4.2740
H 2.7380 -4.7364 4.2600
H 1.7082 -2.9388 7.3110
H 3.0627 -5.0028 7.6457
H 4.0948 -3.5637 7.6627
H 3.9767 -4.5518 6.2017
C -1.6136 -0.8672 -3.3481
C -0.9900 -2.1784 -3.7751
O 0.2220 -2.3285 -3.7970
N -1.8252 -3.1835 -4.1280
C -3.2777 -3.1804 -4.1596
H -0.8155 -0.1709 -3.1012
H -2.2109 -0.4415 -4.1549
H -2.2414 -1.0168 -2.4684
H -1.3452 -4.0275 -4.3998
H -3.6648 -3.9508 -3.4917
H -3.6270 -3.3902 -5.1709
H -3.6709 -2.2189 -3.8482

Computed properties:
Energy ... -4334.66649 hartree
Total charge ... +1

---

(9)
Entry from the OMol25 dataset: a molecular structure, C18H28AsF6IrN8O4 (wB97M-V/def2-TZVPD).

Cartesian coordinates (Å):
Ir -0.4529 -0.4212 0.2251
C -2.8811 0.8113 1.4073
C -1.7406 1.7278 1.8321
N -0.4326 1.4155 1.1406
C 0.7099 1.4570 2.1240
C 0.9565 0.0621 2.7335
N -0.0342 -0.9185 2.2072
C -1.2199 -1.1154 3.0905
C -2.3746 -1.4990 2.2018
N -2.3874 -0.5536 1.0517
H -3.3669 1.2122 0.5304
H -3.6223 0.7335 2.2039
H -1.5470 1.6354 2.8963
H -1.9996 2.7686 1.6450
H -0.2547 2.1156 0.4253
H 0.4603 2.1914 2.8880
H 1.5933 1.7993 1.5945
H 0.9054 0.0739 3.8217
H 1.9413 -0.2913 2.4475
H 0.4467 -1.8400 2.1553
H -1.4086 -0.1991 3.6445
H -0.9945 -1.8998 3.8130
H -3.3264 -1.4558 2.7322
H -2.2402 -2.4997 1.8014
H -2.9907 -0.9467 0.3297
C -0.3945 2.3712 -4.0609
C -1.8822 2.0653 -3.9526
C -2.2340 0.6182 -3.5068
C -3.7598 0.4345 -3.5108
C -4.2101 -0.9737 -3.1499
C -1.6010 -0.3420 -4.5043
O -2.0300 -0.4775 -5.6183
N -0.4742 -1.0206 -4.0788
C 0.1474 -0.9420 -2.8496
O 1.2133 -1.4519 -2.6406
N -0.5553 -0.2277 -1.8647
C -1.6758 0.4144 -2.1348
O -2.2293 0.8847 -1.1075
H -0.2477 3.4125 -4.3431
H 0.0891 1.7577 -4.8224
H 0.1288 2.2140 -3.1133
H -2.3641 2.2045 -4.9209
H -2.3656 2.7456 -3.2483
H -4.0995 0.6911 -4.5141
H -4.1858 1.1691 -2.8250
H -3.8483 -1.7041 -3.8742
H -5.2974 -1.0334 -3.1416
H -3.8522 -1.2811 -2.1651
H -0.0103 -1.6128 -4.7565
N 3.2780 -0.1300 -1.3281
C 2.6042 -0.8391 -0.4156
O 1.5214 -0.2698 0.0923
C 3.1274 -1.9956 0.1382
C 4.3883 -2.4793 -0.3025
N 5.4355 -2.8039 -0.6507
C 2.3717 -2.6785 1.1129
N 1.7018 -3.1374 1.9345
H 4.0830 -0.5529 -1.7650
H 2.7606 0.5353 -1.8734
F -0.3096 -2.3700 -0.3872
As -1.4544 -3.8952 -0.8263
F -2.7508 -2.7561 -0.5167
F -1.4071 -3.2824 -2.4261
F -1.3991 -4.1902 0.8686
F 0.0103 -4.7140 -1.0517
F -2.4957 -5.1757 -1.1613

Computed properties:
Expectation value of S² ... 0.754
Relative energy (zero: lowest compared OMol25 entry of this formula, charge and spin) ... 0.152 eV
Multiplicity ... 2
Total charge ... +1